{
  "formula": "C14H28BI2O7S",
  "method": "ωB97M-V/def2-TZVPD",
  "elements": ["C", "C", "I", "C", "B", "C", "C", "C", "S", "C", "C", "O", "I", "H", "H", "H", "H", "H", "H", "H", "H", "H", "H", "H", "H", "H", "H", "H", "H", "C", "O", "C", "O", "O", "C", "H", "H", "H", "H", "H", "H", "C", "O", "C", "O", "O", "C", "H", "H", "H", "H", "H", "H"],
  "coordinates": [[1.333811, -2.070824, -0.913748], [-0.236536, -2.464269, -1.109158], [-0.323562, -4.652476, -0.724903], [-1.038540, -1.732783, 0.084866], [-2.315887, -0.799421, -0.461982], [-3.728525, -1.644778, -0.170723], [-4.019592, -2.771738, -1.276246], [-5.307030, -3.625031, -0.766225], [-6.845849, -2.588337, -0.615240], [-2.417585, 0.582984, 0.421251], [-2.830412, 1.896165, -0.379082], [-3.187231, 2.896224, 0.303874], [-2.798559, 2.167496, -2.533004], [1.491546, -0.978966, -1.200193], [2.037265, -2.771578, -1.485295], [1.528871, -2.192586, 0.211858], [-0.627172, -2.213773, -2.149764], [-0.298386, -1.013233, 0.605002], [-1.371962, -2.510886, 0.857352], [-2.271749, -0.653407, -1.641181], [-3.730373, -2.127425, 0.877685], [-4.565365, -0.851559, -0.241756], [-3.125572, -3.457736, -1.456002], [-4.291161, -2.317666, -2.300497], [-5.024696, -4.078191, 0.240363], [-5.550902, -4.488585, -1.465279], [-6.595199, -1.481589, 0.189047], [-1.472145, 0.804467, 1.042123], [-3.247696, 0.416226, 1.206695], [5.626854, -2.148738, 3.338007], [4.982031, -2.351522, 2.083176], [5.778895, -2.859433, 1.130549], [6.945346, -3.141824, 1.258096], [5.051800, -2.998177, 0.012360], [5.776153, -3.531856, -1.093252], [4.889841, -1.736875, 4.027654], [5.988444, -3.096254, 3.743194], [6.446047, -1.433285, 3.239357], [6.143139, -4.534889, -0.865628], [6.601320, -2.871500, -1.368532], [5.090476, -3.598562, -1.938168], [1.976138, 7.959158, 0.427022], [0.655562, 7.807537, -0.085518], [0.127161, 6.584704, 0.107923], [0.670829, 5.659693, 0.657717], [-1.105003, 6.577708, -0.416460], [-1.796016, 5.329480, -0.283886], [2.300034, 8.978822, 0.215713], [1.989560, 7.808966, 1.508724], [2.663134, 7.268659, -0.066914], [-1.933731, 5.075063, 0.767596], [-1.259927, 4.535487, -0.806226], [-2.777892, 5.440914, -0.742339]],
  "forces_ev_per_angstrom": [[-0.68, -0.71, 0.16], [1.34, 1.37, 1.42], [-0.01, 0.49, -0.53], [0.61, 0.01, -0.35], [-0.42, -1.37, 1.57], [-0.44, -0.04, -1.02], [-1.25, 0.15, 0.50], [1.86, 0.10, 0.20], [-0.12, -0.05, 0.03], [-0.23, 0.25, -0.20], [-0.85, 2.74, 5.21], [1.10, -3.36, -3.27], [0.06, -0.25, 0.33], [-0.21, -1.40, 0.29], [-0.94, 1.16, 0.67], [-0.07, 0.20, -1.76], [0.43, -0.71, 1.48], [-0.80, -1.28, -0.68], [0.53, 1.13, -1.00], [0.31, 0.39, -0.68], [-0.16, 0.67, -1.38], [0.90, -1.35, 0.25], [-1.16, 0.75, 0.49], [0.46, -0.44, 1.60], [-0.53, 0.59, -1.22], [-0.09, 1.22, 0.77], [0.50, -1.26, -0.62], [-1.26, 0.17, -1.14], [1.08, 0.75, -1.14], [0.10, 0.09, 0.37], [0.17, -0.13, -0.30], [-0.27, 0.04, -0.09], [-0.30, 0.08, -0.01], [0.18, 0.09, 0.40], [0.11, -0.15, -0.38], [-0.11, -0.06, -0.29], [0.10, 0.12, -0.12], [0.02, -0.19, -0.03], [0.09, 0.17, 0.04], [0.01, -0.14, 0.14], [-0.13, 0.11, 0.27], [0.29, 0.08, 0.09], [-0.06, -0.09, 0.01], [-0.50, -0.19, -0.17], [-0.01, 0.40, -0.13], [0.65, 0.32, 0.15], [-0.33, -0.43, 0.07], [-0.27, -0.06, -0.10], [0.04, -0.15, -0.13], [-0.09, -0.05, 0.18], [0.16, -0.03, -0.15], [0.00, 0.09, 0.18], [0.20, 0.19, 0.00]],
  "multiplicity": 1,
  "total_charge": -1,
  "total_energy_ha": -2095.3546,
  "homo_lumo_gap_ev": 7.78
}

{
  "formula": "C14H28Br6Cl8",
  "method": "ωB97M-V/def2-TZVPD",
  "elements": ["Br", "C", "C", "Br", "H", "H", "H", "H", "Br", "C", "C", "Br", "H", "H", "H", "H", "Br", "C", "C", "Br", "H", "H", "H", "H", "Cl", "C", "C", "Cl", "H", "H", "H", "H", "Cl", "C", "C", "Cl", "H", "H", "H", "H", "Cl", "C", "C", "Cl", "H", "H", "H", "H", "Cl", "C", "C", "Cl", "H", "H", "H", "H"],
  "coordinates": [[-2.302522, -5.306882, -3.225608], [-2.626304, -3.741877, -2.219987], [-1.972053, -2.536563, -2.891667], [-1.742111, -1.068846, -1.595305], [-2.102155, -3.850464, -1.215914], [-3.662813, -3.511649, -2.220075], [-2.543398, -2.169289, -3.707760], [-1.019610, -2.697144, -3.343126], [1.787319, -0.400585, -2.911847], [0.611548, 1.142836, -3.152010], [1.293572, 2.090709, -4.117213], [1.458115, 1.230252, -5.923795], [0.593191, 1.756256, -2.227398], [-0.313701, 0.704826, -3.388139], [2.281852, 2.329827, -3.759195], [0.770283, 3.060048, -4.201546], [-5.325747, -1.000990, 0.864073], [-4.303956, 0.593482, 0.739261], [-3.869523, 1.067068, 2.120461], [-3.136651, 2.877190, 1.914120], [-4.937142, 1.337079, 0.312098], [-3.467941, 0.402985, 0.009914], [-3.023239, 0.526909, 2.414248], [-4.704075, 1.168420, 2.799335], [-1.336876, 1.018156, 4.372662], [-2.243917, 2.219809, 5.469387], [-3.602343, 1.639713, 5.940624], [-3.288945, 0.306955, 7.064593], [-2.371795, 3.067198, 4.859685], [-1.558630, 2.342598, 6.312570], [-4.097199, 1.157128, 5.043712], [-4.271821, 2.366048, 6.350396], [3.833091, 3.770490, -2.237089], [5.275481, 2.606176, -2.260673], [5.103084, 1.508763, -1.292713], [5.319468, 2.245477, 0.373868], [6.157880, 3.156600, -2.079147], [5.354328, 2.298417, -3.309278], [5.906140, 0.823412, -1.499825], [4.139757, 1.062740, -1.405753], [1.777876, 2.541690, 1.349402], [1.507264, 0.818565, 1.824253], [0.514712, 0.234839, 0.874986], [-0.124743, -1.232454, 1.670418], [1.064555, 0.954188, 2.787554], [2.448186, 0.271393, 1.812909], [0.997330, -0.106602, -0.079277], [-0.336394, 0.874710, 0.644293], [1.077277, -4.675192, -2.018866], [1.423814, -4.180736, -0.344297], [2.442602, -3.118639, -0.327891], [3.970646, -3.917032, -0.875889], [1.809528, -5.094391, 0.141343], [0.471940, -3.898420, 0.178767], [2.635217, -2.694395, 0.618077], [2.259545, -2.370798, -1.031725]],
  "forces_ev_per_angstrom": [[-0.09, -0.72, -0.56], [2.24, 1.40, 1.18], [0.11, -0.01, 0.19], [-0.21, -0.39, -0.36], [-1.26, -0.12, -1.14], [-0.92, -0.35, 0.70], [-0.94, 0.52, -0.43], [0.97, -0.42, 0.33], [-0.01, 0.02, 0.33], [2.03, 1.34, 0.70], [-0.70, -0.28, -0.93], [-0.09, 0.77, 0.79], [-0.25, -0.89, -0.06], [-1.17, -0.03, -0.51], [0.32, -0.20, -0.15], [-0.08, -0.66, -0.28], [-0.35, -0.77, 0.11], [1.08, 0.50, -0.44], [-0.37, 0.85, -1.78], [-0.09, 0.10, -0.06], [-0.53, 0.40, -0.43], [-0.71, 0.22, 1.07], [0.72, -0.98, 1.10], [0.09, -0.32, 0.21], [-0.53, 0.54, 0.83], [0.03, -2.00, 0.59], [1.00, -1.25, -2.35], [-0.23, -0.01, 0.38], [-0.09, 1.16, -0.54], [-0.27, 0.32, -0.25], [0.43, 0.70, 1.04], [-0.12, 0.47, 0.48], [0.94, -0.51, 0.10], [-1.33, 0.90, -1.52], [0.50, 0.96, 0.65], [-0.18, -0.85, -0.68], [0.75, 0.89, 0.47], [-0.31, -0.37, 0.28], [0.23, -0.58, 0.41], [-0.56, -0.46, 0.35], [0.32, -0.15, -0.28], [-0.06, 1.25, -0.44], [0.25, -0.91, -1.22], [-0.20, -0.37, 0.06], [0.02, -0.49, 0.71], [-0.05, 0.18, 0.22], [-0.50, 0.44, 0.81], [0.18, 0.10, 0.20], [-0.37, 0.08, -0.10], [-1.42, -1.13, 1.05], [1.24, -1.30, -0.40], [0.36, 0.41, 0.13], [-0.21, 0.52, -0.07], [0.80, -0.04, -0.68], [0.06, 0.31, 1.20], [-0.47, 1.23, -1.00]],
  "smiles": "BrCCBr.BrCCBr.BrCCBr.ClCCCl.ClCCCl.ClCCCl.ClCCCl",
  "multiplicity": 1,
  "total_energy_ha": -19675.8453,
  "homo_lumo_gap_ev": 10.39
}

{
  "formula": "C14H28BrF13O10P3S",
  "method": "ωB97M-V/def2-TZVPD",
  "elements": ["F", "C", "F", "C", "C", "C", "C", "O", "P", "Br", "O", "C", "F", "F", "C", "F", "F", "C", "F", "F", "S", "F", "F", "F", "F", "F", "H", "H", "H", "H", "H", "H", "H", "H", "H", "H", "C", "O", "P", "O", "O", "C", "O", "C", "H", "H", "H", "H", "H", "H", "H", "H", "H", "C", "O", "P", "O", "O", "C", "O", "C", "H", "H", "H", "H", "H", "H", "H", "H", "H"],
  "coordinates": [[-3.696430, -0.213961, 2.151334], [-3.045210, 0.444913, 1.110090], [-3.739617, 1.573638, 0.905185], [-3.199566, -0.466182, -0.122376], [-2.119047, -0.407271, -1.222123], [-2.078581, 0.871374, -2.092487], [-0.563296, 1.105344, -2.499065], [-0.258096, 2.496464, -2.592712], [-1.700019, 3.437939, -2.327807], [-0.546783, 5.288750, -3.150218], [-2.459951, 2.093310, -1.524569], [-1.598545, 0.671584, 1.617578], [-0.997866, -0.554799, 1.587544], [-0.880278, 1.417914, 0.777438], [-1.463553, 1.358915, 3.027713], [-0.619960, 2.406582, 2.940517], [-2.626836, 1.959280, 3.362431], [-1.151186, 0.398895, 4.235881], [-1.804050, -0.746949, 4.165288], [-1.668640, 0.996900, 5.322246], [0.643986, 0.045202, 4.651860], [0.904912, 1.529634, 5.127567], [0.186577, -0.356734, 6.147972], [0.450217, -1.511906, 4.269984], [1.161274, 0.295885, 3.179033], [2.139603, -0.301416, 5.083955], [-4.195392, -0.316799, -0.566490], [-3.211667, -1.501363, 0.263961], [-2.330686, -1.243074, -1.915311], [-1.091767, -0.592959, -0.876463], [-2.700037, 0.806028, -3.010761], [-0.226843, 0.624123, -3.439313], [0.186604, 0.775159, -1.745637], [-2.064960, 2.952548, -3.651453], [-2.904956, 4.228834, -2.375374], [-1.324880, 3.889774, -1.019426], [1.303060, -5.960112, -3.324620], [0.559282, -6.838180, -2.488639], [-1.097825, -6.538020, -2.322295], [-1.271102, -6.130716, -3.768696], [-0.852911, -5.241881, -1.368940], [-0.121880, -5.407847, -0.145635], [-2.753270, -6.508293, -2.002223], [-3.647159, -6.942115, -3.016598], [2.353464, -6.062534, -3.045756], [1.189209, -6.248171, -4.367942], [0.999173, -4.922861, -3.184288], [0.883254, -5.005691, -0.274335], [-0.052376, -6.454272, 0.151303], [-0.628633, -4.848298, 0.639501], [-3.255868, -7.805107, -3.553812], [-3.833119, -6.124388, -3.710379], [-4.588860, -7.219245, -2.540930], [2.096128, 3.138676, 2.123041], [3.449827, 3.587958, 2.162832], [3.964823, 4.572358, 0.900733], [2.717414, 5.387703, 0.718291], [4.038940, 3.322287, -0.142332], [4.792000, 2.162608, 0.221142], [4.980498, 5.457664, -0.101609], [4.814802, 6.868848, -0.144686], [2.023989, 2.272267, 2.770076], [1.434014, 3.913578, 2.504533], [1.798870, 2.852668, 1.113125], [4.104148, 1.365579, 0.507628], [5.474487, 2.358665, 1.048621], [5.367864, 1.837892, -0.645400], [4.594868, 7.277108, 0.840930], [4.013706, 7.118367, -0.839056], [5.744709, 7.307928, -0.509575]],
  "forces_ev_per_angstrom": [[0.31, 0.20, 0.07], [-1.38, -0.76, -0.77], [0.54, 0.35, 0.47], [0.83, -0.77, -0.08], [-0.45, 0.31, -0.60], [1.25, 0.89, -1.04], [1.25, 0.77, -0.19], [-0.69, -0.50, 0.63], [-0.77, -0.65, 0.04], [0.31, 0.70, -0.58], [-0.15, -0.74, 0.46], [0.49, 0.14, -0.76], [-0.14, -0.07, 0.81], [-0.32, 0.28, -0.18], [-0.68, 0.72, -0.15], [0.63, -0.89, 0.30], [-0.38, -0.61, -0.21], [-0.74, 0.73, 0.82], [-0.04, -0.33, -0.77], [0.48, 0.53, 0.10], [0.89, -2.18, 1.25], [-0.28, -0.07, -0.61], [0.13, 0.37, -0.46], [0.22, 0.59, -0.12], [-0.31, 0.46, 0.21], [-0.30, 0.18, -0.25], [0.32, 0.38, 0.34], [0.09, 0.42, -0.01], [0.01, 0.28, 0.29], [-0.53, 0.02, 0.40], [0.34, -0.76, 0.26], [-0.62, -0.05, 0.16], [-0.83, -0.51, 0.06], [-0.05, 0.24, 0.07], [0.18, 0.00, 0.51], [0.25, 0.04, -0.41], [0.07, 0.25, -0.45], [-0.83, -2.70, 2.70], [0.27, 6.99, -5.51], [-0.18, -1.08, 0.34], [-0.46, -1.26, 0.85], [0.17, 0.22, 0.07], [1.31, -1.98, 2.00], [-0.37, -0.37, -0.11], [-0.10, -0.17, 0.19], [-0.14, 0.12, 0.03], [-0.10, -0.05, -0.05], [0.00, -0.07, 0.00], [0.06, 0.04, 0.06], [-0.07, -0.02, -0.09], [-0.03, 0.14, -0.15], [0.26, -0.02, -0.04], [0.13, -0.03, 0.18], [-0.54, 0.29, -0.20], [3.45, 0.80, 0.81], [-6.52, -0.54, -4.39], [1.19, 0.18, 0.85], [1.12, 0.17, 0.54], [-0.18, -0.13, -0.12], [1.30, -1.04, 2.34], [0.17, 0.50, 0.08], [0.37, 0.07, 0.08], [0.02, 0.06, -0.21], [-0.01, 0.16, -0.02], [0.04, 0.00, 0.06], [0.01, -0.11, -0.01], [-0.04, 0.09, -0.02], [-0.14, 0.07, -0.11], [-0.13, -0.14, 0.17], [0.07, -0.18, 0.06]],
  "multiplicity": 1,
  "total_charge": -1,
  "total_energy_ha": -6597.0365,
  "homo_lumo_gap_ev": 3.55
}

Taking the records one at a time from the top gives lowest unoccupied orbital energy values of 2.31, 0.27, -0.81 eV.